[1]
C4H13N2S | the ωB97M-V functional and the def2-TZVPD basis

Summary:
energy above the lowest of the compared OMol25 structures with the same formula, charge and spin: 2.798 eV
net charge: +1

Positions of all 20 atoms, in Å:
C (1.49431, -0.39813, -0.19797)
C (1.42779, 0.86174, 0.65950)
S (1.12216, 2.25368, -0.39538)
N (0.87397, -1.56133, 0.51933)
H (0.96150, -0.25291, -1.14944)
H (2.57459, -0.50924, -0.46880)
H (0.65342, 0.67775, 1.37099)
H (2.36369, 0.96771, 1.18510)
H (0.60787, 3.08278, 0.54301)
H (1.05990, -2.41235, 0.03451)
H (1.22829, -1.71725, 1.46076)
C (-2.53603, -0.76984, 0.92487)
C (-1.79377, -1.76402, -1.16783)
N (-1.81674, -0.78146, -0.32916)
H (-3.44639, -0.18316, 0.84172)
H (-1.85278, -0.36294, 1.69923)
H (-2.69303, -1.78012, 1.37366)
H (-2.12447, -2.71413, -0.71926)
H (-1.37567, -1.71224, -2.15760)
H (-0.86595, -0.32170, -0.33030)

Cartesian forces (eV/Å) of the 3 atoms listed first:
1.119 -0.628 0.195
0.247 -0.944 -0.142
-0.576 0.960 -0.154

[2]
C4H13N2S | the ωB97M-V functional and the def2-TZVPD basis

Summary:
energy above the lowest of the compared OMol25 structures with the same formula, charge and spin: 1.142 eV
net charge: +1

Positions of all 20 atoms, in Å:
C (2.21525, -0.85933, 1.02934)
C (1.85493, 0.44774, 0.92866)
N (1.91569, 1.19587, -0.30345)
H (2.52938, -1.41210, 0.11475)
H (2.16552, -1.34674, 1.99672)
H (1.48234, 1.00981, 1.80803)
H (2.66322, 0.83102, -0.91385)
H (2.09480, 2.17808, -0.12796)
C (-1.69449, 0.40600, -0.61737)
C (-1.74582, -0.92146, 0.14489)
S (-3.17566, -0.92672, 1.28940)
N (-0.49510, 0.45407, -1.51716)
H (-1.59520, 1.25850, 0.07489)
H (-2.57790, 0.51349, -1.22966)
H (-0.82146, -1.00263, 0.75519)
H (-1.80439, -1.76272, -0.52614)
H (-2.49720, -1.46057, 2.33795)
H (-0.60679, 1.18310, -2.24149)
H (-0.36303, -0.46562, -2.00624)
H (0.45591, 0.68020, -0.99651)

Cartesian forces (eV/Å) of the 3 atoms listed first:
-0.607 1.650 -0.911
0.611 -1.288 0.534
0.221 -0.727 0.121

[3]
C4H13N2Si | the ωB97M-V functional and the def2-TZVPD basis

Summary:
energy above the lowest of the compared OMol25 structures with the same formula, charge and spin: 2.240 eV
net charge: +1

Positions of all 20 atoms, in Å:
C (-2.09330, 0.69470, -0.02140)
C (1.61689, 0.55648, -1.62935)
C (0.55377, -2.20673, -0.06631)
C (0.96529, 0.66360, 1.34683)
N (-0.99729, 0.36890, -0.63542)
N (-2.34504, 0.36058, 1.22751)
Si (0.63853, -0.21761, -0.25210)
H (-2.88576, 1.37572, -0.36497)
H (0.93766, 0.81033, -2.47445)
H (2.00296, 1.52873, -1.30181)
H (2.47988, 0.31405, -2.30670)
H (1.48683, -2.70037, 0.18082)
H (0.06980, -2.54041, 0.88379)
H (0.13584, -2.75971, -0.89528)
H (0.91198, 1.70671, 1.13778)
H (0.25942, 0.49833, 2.03659)
H (2.06024, 0.50918, 1.77848)
H (-1.00056, 0.69806, -2.07818)
H (-3.15398, 0.65523, 1.79838)
H (-1.64316, -0.31577, 1.63577)

Cartesian forces (eV/Å) of the 3 atoms listed first:
-1.184 1.176 0.913
0.690 1.054 -2.125
-0.042 1.145 1.208

[4]
C4H13N3 | the ωB97M-V functional and the def2-TZVPD basis

Summary:
energy above the lowest of the compared OMol25 structures with the same formula, charge and spin: 6.749 eV

Positions of all 20 atoms, in Å:
C (2.10627, -1.12772, -0.78992)
C (0.68404, -1.28712, -0.87672)
C (-1.96317, -0.32550, 0.86642)
C (1.32597, 0.72403, 1.01584)
N (-1.41409, 0.25124, -0.35467)
N (0.04351, 0.12703, -0.34560)
N (-1.86884, 1.57694, -0.51547)
H (0.36827, 0.77737, -1.05847)
H (-1.78543, 1.84901, -1.48680)
H (-1.37068, 2.23841, 0.08040)
H (2.64651, -0.72973, -1.63966)
H (2.67688, -1.70650, -0.07953)
H (0.26965, -2.04275, -0.21245)
H (0.25684, -1.40367, -1.87535)
H (-1.60780, -1.35093, 0.96255)
H (-1.67909, 0.23505, 1.76728)
H (-3.04776, -0.33110, 0.77695)
H (1.39256, -0.09603, 1.71807)
H (2.28661, 1.09392, 0.69012)
H (0.67973, 1.52802, 1.35700)

Cartesian forces (eV/Å) of the 3 atoms listed first:
-0.333 -0.064 -0.193
0.814 -0.127 0.031
0.037 -0.007 -0.029

[5]
C4H13N3 | the ωB97M-V functional and the def2-TZVPD basis

Summary:
energy above the lowest of the compared OMol25 structures with the same formula, charge and spin: 1.260 eV

Positions of all 20 atoms, in Å:
N (-2.13253, -0.13670, 1.24984)
C (-1.13211, 0.29989, 2.21578)
C (0.25790, 0.15815, 1.64161)
N (0.49484, 0.80048, 0.37619)
C (1.18623, 0.08634, -0.73002)
C (0.31980, 0.16008, -1.98046)
N (0.78917, -0.63710, -3.11088)
H (-1.73983, -0.60635, 0.44934)
H (-2.92906, -0.63779, 1.60682)
H (-1.04879, -0.31707, 3.11985)
H (-1.34464, 1.30007, 2.43336)
H (0.97162, 0.46117, 2.41234)
H (0.45517, -0.91166, 1.53929)
H (0.81102, 1.75430, 0.45036)
H (1.13011, -0.95205, -0.44206)
H (2.18666, 0.49804, -0.79519)
H (0.08435, 1.14508, -2.39482)
H (-0.66322, -0.20850, -1.69310)
H (0.52577, -1.61480, -3.06152)
H (1.77753, -0.64159, -3.28672)

Cartesian forces (eV/Å) of the 3 atoms listed first:
-0.184 0.006 -0.116
0.232 -1.705 -0.856
0.781 -0.243 0.065

[6]
C4H13N3 | the ωB97M-V functional and the def2-TZVPD basis

Summary:
energy above the lowest of the compared OMol25 structures with the same formula, charge and spin: 4.904 eV

Positions of all 20 atoms, in Å:
C (0.39615, -0.49838, 0.12576)
C (-1.64419, 0.63411, -0.40273)
C (-0.02340, -1.78785, 0.76786)
C (-1.37097, 1.44506, -1.62350)
N (0.29302, 0.70644, 0.68059)
N (2.20439, 0.04433, 1.77825)
N (1.05645, -0.58547, -1.03618)
H (-0.15178, 0.63004, 1.58637)
H (1.57651, 0.22321, -1.33755)
H (1.98520, 0.42872, 2.70193)
H (2.73614, 0.79801, 1.33841)
H (1.33583, -1.48186, -1.39334)
H (-2.02670, -0.37065, -0.56451)
H (-2.13321, 1.13962, 0.42267)
H (0.81853, -2.10072, 1.38758)
H (-0.25322, -2.55853, 0.03006)
H (-0.89440, -1.63559, 1.40224)
H (-2.28899, 1.64484, -2.19351)
H (-0.69294, 0.91853, -2.30265)
H (-0.92240, 2.40614, -1.36774)

Cartesian forces (eV/Å) of the 3 atoms listed first:
0.297 0.875 0.824
-1.072 0.102 -0.423
-0.044 0.119 -0.079

[7]
C4H13N3 | the ωB97M-V functional and the def2-TZVPD basis

Summary:
energy above the lowest of the compared OMol25 structures with the same formula, charge and spin: 2.953 eV

Positions of all 20 atoms, in Å:
N (-1.66919, 1.58600, 0.92880)
C (-1.87758, 0.69694, -0.32541)
C (-1.72512, -0.71149, -0.12145)
C (-0.25064, -1.09541, 0.37511)
N (0.95055, -1.24210, -0.55099)
C (2.34143, -0.70004, -0.29041)
N (2.35079, 0.70627, -0.23205)
H (-0.59902, 1.61627, 0.91959)
H (-2.05057, 2.52236, 0.73334)
H (-1.26408, 1.03923, -1.18813)
H (-2.92687, 0.81736, -0.57533)
H (-1.76648, -1.30492, -1.05763)
H (-2.47739, -1.16054, 0.61087)
H (-0.18473, -0.57393, 1.36946)
H (-0.37861, -2.17027, 0.49135)
H (0.66679, -0.57486, -1.23540)
H (3.22244, -0.96636, -0.89246)
H (2.58561, -0.86671, 0.78257)
H (1.86972, 1.16173, 0.57712)
H (3.18294, 1.22045, -0.31895)

Cartesian forces (eV/Å) of the 3 atoms listed first:
2.050 -1.489 -1.744
-1.440 3.444 -0.015
2.596 -3.271 0.433

[8]
C4H13N3 | the ωB97M-V functional and the def2-TZVPD basis

Summary:
energy above the lowest of the compared OMol25 structures with the same formula, charge and spin: 3.740 eV

Positions of all 20 atoms, in Å:
C (-0.89198, 2.43060, 0.06677)
N (-0.11923, 1.35181, -0.43735)
N (-0.43430, 0.10563, 0.25236)
N (-1.75049, -0.36209, 0.04038)
C (0.67541, -1.00241, -0.28063)
C (0.33786, -2.34338, 0.36293)
C (1.97256, -0.32824, 0.15427)
H (-0.54290, 2.56619, 1.11225)
H (-0.73243, 3.37396, -0.39293)
H (-1.96377, 2.19577, 0.14772)
H (-0.11737, 1.21812, -1.52007)
H (-2.29358, -0.13184, 0.78915)
H (-2.19281, 0.06752, -0.87906)
H (0.62377, -0.88603, -1.42946)
H (0.27032, -2.23574, 1.44176)
H (-0.78853, -2.65139, 0.09481)
H (1.02920, -2.94802, -0.12538)
H (1.96637, -0.21740, 1.31812)
H (2.09227, 0.66275, -0.41900)
H (2.85963, -0.86580, -0.29666)

Cartesian forces (eV/Å) of the 3 atoms listed first:
-0.478 -0.522 2.187
0.350 -1.742 -2.168
1.942 -0.719 -1.356